(1)
Entry from the Open Molecules 2025 dataset: 2 unconnected molecules or ions with the total composition C3H9NOS (ωB97M-V/def2-TZVPD).

Values from the calculation:
- LUMO energy: 0.72 eV
- Kohn-Sham gap: 8.1747 eV
- ΔE to the lowest compared entry with this formula, charge and spin: 3.994 eV
- E_HOMO: -7.46 eV

Atoms and positions in Å:
C -0.683 -1.230 -1.897
C -0.009 -0.048 -1.024
C 1.035 0.976 1.335
N -0.345 -0.107 0.355
O 0.939 0.572 2.651
S -1.799 0.595 0.654
H -0.141 -2.134 -1.585
H -1.816 -1.161 -1.881
H -0.488 -1.061 -2.880
H 0.956 -0.363 -1.060
H -0.174 0.845 -1.569
H 0.850 2.109 1.292
H 2.009 0.669 0.842
H 1.496 -0.233 2.794
H -1.831 0.572 1.973

=====

(2)
Entry from the Open Molecules 2025 dataset: a molecular structure, C24H43FeN7O4S2 (ωB97M-V/def2-TZVPD).

Values from the calculation:
- LUMO energy (alpha / beta): -1.87 / -2.72 eV
- Net charge: +1
- Spin multiplicity: 6
- Kohn-Sham gap (alpha / beta): 6.8418 / 7.0123 eV
- ΔE to the lowest compared entry with this formula, charge and spin: 0.163 eV
- E_HOMO (alpha / beta): -8.72 / -9.73 eV

Atoms and positions in Å:
Fe 0.348 0.410 -0.185
O -1.801 -0.986 0.249
C -2.425 -1.714 -0.815
C -3.419 -0.811 -1.516
C -2.889 0.593 -1.820
C -1.786 0.644 -2.842
C -2.066 0.615 -4.206
C -1.027 0.686 -5.115
C 0.275 0.773 -4.645
C 0.476 0.789 -3.279
N -0.526 0.735 -2.395
H -1.233 -1.578 0.757
H -2.960 -2.578 -0.412
H -1.661 -2.073 -1.503
H -4.314 -0.705 -0.898
H -3.723 -1.311 -2.439
H -2.496 1.029 -0.908
H -3.724 1.206 -2.161
H -3.092 0.535 -4.545
H -1.229 0.680 -6.179
H 1.116 0.825 -5.322
H 1.474 0.858 -2.857
N -1.294 1.831 1.097
C -0.632 2.035 2.386
C -1.464 2.802 3.412
C -2.914 2.360 3.615
C -3.077 0.942 4.172
N -2.154 0.677 5.266
C -2.318 0.966 6.530
N -1.259 0.881 7.351
N -3.502 1.348 7.038
C -0.074 0.676 2.846
O 0.002 0.436 4.074
O 0.326 -0.095 1.938
H -1.505 2.720 0.656
H -2.156 1.312 1.230
H 0.265 2.633 2.196
H -1.491 3.848 3.095
H -0.934 2.782 4.365
H -3.475 2.426 2.679
H -3.380 3.069 4.304
H -2.848 0.203 3.403
H -4.112 0.775 4.475
H -1.170 0.533 4.904
H -0.363 0.629 6.967
H -1.335 1.037 8.338
H -4.327 1.327 6.468
H -3.626 1.443 8.030
C 4.956 1.947 -1.224
C 3.486 1.878 -0.896
S 2.947 0.484 -0.100
C 2.634 2.939 -1.236
C 3.145 4.145 -1.983
S 0.994 2.912 -0.846
H 5.470 1.081 -0.817
H 5.415 2.847 -0.812
H 5.109 1.965 -2.306
H 4.202 4.333 -1.797
H 2.571 5.027 -1.707
H 3.015 3.995 -3.059
C 0.063 -2.630 -3.634
N 1.162 -3.106 -2.818
C 1.868 -4.272 -3.334
C 3.269 -4.331 -2.764
C 3.157 -4.307 -1.257
N 2.349 -3.178 -0.816
C 2.597 -2.736 0.549
C 1.373 -2.608 -1.566
O 0.697 -1.659 -1.120
H 0.407 -2.478 -4.657
H -0.295 -1.686 -3.242
H -0.761 -3.351 -3.651
H 1.898 -4.186 -4.420
H 1.322 -5.191 -3.090
H 3.846 -3.472 -3.111
H 3.770 -5.241 -3.090
H 4.141 -4.214 -0.797
H 2.714 -5.244 -0.900
H 3.590 -2.294 0.632
H 2.530 -3.589 1.228
H 1.861 -1.997 0.840

=====

(3)
Entry from the Open Molecules 2025 dataset: a molecular structure, C28H39AsN3OPb (ωB97M-V/def2-TZVPD).

Values from the calculation:
- LUMO energy: -4.07 eV
- Net charge: +1
- Kohn-Sham gap: 6.8561 eV
- ΔE to the lowest compared entry with this formula, charge and spin: 0.000 eV
- E_HOMO: -10.92 eV

Atoms and positions in Å:
Pb 0.472 2.865 -1.786
N 0.073 4.455 0.293
C -0.554 3.898 1.526
C -1.444 2.728 1.170
C -2.769 3.069 0.493
C -2.858 3.675 -0.875
N -1.976 2.902 -1.810
H 1.010 4.828 0.557
H -0.394 5.291 -0.051
H -1.097 4.661 2.089
H 0.263 3.550 2.160
H -1.699 2.190 2.085
H -0.843 2.029 0.594
H -3.255 3.773 1.192
H -3.742 1.423 0.020
H -2.567 4.723 -0.851
H -3.874 3.640 -1.276
H -2.174 3.187 -2.765
H -2.267 1.926 -1.807
O 0.488 4.493 -2.770
C -2.824 -1.288 4.802
C -2.258 -1.146 3.418
C -1.044 -1.704 3.069
C -0.487 -1.593 1.792
C 0.823 -2.315 1.623
C -1.161 -0.852 0.811
As -0.558 -0.446 -1.057
N 0.657 1.035 -0.783
C 1.903 1.076 -0.110
C 2.511 2.312 0.163
C 3.774 2.431 0.722
C 4.499 1.302 1.056
C 3.934 0.068 0.783
C 2.680 -0.039 0.205
C 0.596 -1.882 -1.739
C 0.169 -3.201 -1.533
C -1.118 -3.595 -0.848
C 0.942 -4.254 -2.019
C 2.093 -4.043 -2.754
C 2.927 -5.182 -3.267
C 2.432 -2.726 -3.045
C 1.704 -1.641 -2.579
C 2.127 -0.284 -3.090
C -2.457 -0.346 1.142
C -3.337 0.273 0.111
C -2.959 -0.473 2.425
H -2.154 -1.851 5.448
H -3.784 -1.805 4.774
H -2.991 -0.310 5.255
H -0.491 -2.267 3.814
H 0.695 -3.362 1.902
H 1.578 -1.890 2.286
H 1.199 -2.300 0.611
H 2.000 3.237 -0.072
H 4.186 3.418 0.894
H 5.484 1.384 1.494
H 4.482 -0.840 0.999
H 2.309 -1.018 -0.040
H -1.731 -2.763 -0.518
H -0.925 -4.225 0.021
H -1.722 -4.179 -1.545
H 0.610 -5.269 -1.825
H 2.514 -6.142 -2.964
H 3.947 -5.116 -2.888
H 2.980 -5.163 -4.356
H 3.293 -2.535 -3.676
H 2.920 -0.409 -3.824
H 2.516 0.364 -2.308
H 1.296 0.221 -3.592
H -2.922 0.246 -0.895
H -3.435 2.142 0.859
H -4.272 -0.289 0.014
H -3.943 -0.068 2.643